Arrangement one

Below is the molecule C4H8N4, with properties calculated with ωB97M-V/def2-TZVPD.

Computed properties:
total charge	0
HOMO	-7.90	eV
gap between HOMO and LUMO	0.30604	hartree

Element x y z (Å)
C  -0.176  -0.029  0.083
C  -0.348  -1.186  0.800
C  -0.084  0.659  -1.121
C  0.687  1.958  -1.110
N  -0.703  0.164  -2.132
N  0.903  0.242  1.930
N  0.134  -0.972  2.038
N  -1.066  -2.277  0.406
H  -0.012  2.792  -1.178
H  1.361  2.002  -1.965
H  1.261  2.057  -0.193
H  -0.637  0.754  -2.961
H  0.392  0.974  2.435
H  0.425  -1.672  2.707
H  -0.868  -3.163  0.844
H  -1.268  -2.304  -0.582

---

Arrangement two

Below is the molecule C4H8N4, with properties calculated with ωB97M-V/def2-TZVPD.

Computed properties:
total charge	0
structure (SMILES)	C1=C\NNCC\N=N/1
HOMO	-8.30	eV
gap between HOMO and LUMO	0.31311	hartree

Element x y z (Å)
C  1.171  1.093  0.349
C  1.677  -0.108  0.410
N  1.070  -1.266  -0.070
N  -0.149  -1.188  -0.762
C  -1.306  -1.091  0.309
C  -1.409  0.224  0.724
N  -1.129  1.174  -0.432
N  0.109  1.566  -0.565
H  2.012  1.913  0.173
H  2.563  -0.355  0.982
H  1.739  -1.861  -0.652
H  -0.334  -0.372  -1.601
H  -2.036  -1.378  -0.412
H  -1.017  -1.925  1.131
H  -2.492  0.420  0.990
H  -0.540  0.852  1.435

---

Computed relative energies in units of kcal/mol: arrangement one 0.0; arrangement two 49.9

---

Arrangement one

Below is the molecule C4H8N4, with properties calculated with ωB97M-V/def2-TZVPD.

Computed properties:
total charge	0
structure (SMILES)	[H]/N=C(\N)[C@@H]1CNC=N1
HOMO	-8.65	eV
gap between HOMO and LUMO	0.34936	hartree

Element x y z (Å)
H  0.432  2.247  2.392
N  0.520  1.290  2.038
C  -0.207  1.133  0.992
N  -0.969  2.060  0.314
C  -0.295  -0.206  0.273
C  0.909  -1.174  0.203
N  0.517  -1.862  -0.991
C  -0.286  -1.023  -1.705
N  -0.894  -0.107  -1.007
H  -0.698  3.030  0.325
H  -1.423  1.703  -0.531
H  -0.995  -0.751  0.901
H  1.879  -0.651  0.145
H  0.902  -1.892  0.982
H  1.028  -2.574  -1.524
H  -0.421  -1.221  -2.805

---

Arrangement two

Below is the molecule C4H8N4, with properties calculated with ωB97M-V/def2-TZVPD.

Computed properties:
total charge	0
structure (SMILES)	C[C@@H]1N=NC=C1NN
HOMO	-8.38	eV
gap between HOMO and LUMO	0.32729	hartree

Element x y z (Å)
C  1.932  0.898  0.063
C  1.083  -0.149  -0.525
N  0.966  0.219  -1.920
N  -0.288  0.369  -2.116
C  -1.086  0.079  -1.085
C  -0.280  -0.223  -0.069
N  -0.725  -0.649  1.155
N  -2.059  -0.801  1.539
H  2.701  0.986  -0.684
H  1.397  1.855  -0.129
H  2.093  0.718  1.132
H  1.580  -1.236  -0.395
H  -2.178  -0.059  -1.271
H  -0.087  -0.906  2.036
H  -2.436  0.213  1.580
H  -2.611  -1.315  0.689

---

Computed relative energies in units of kcal/mol: arrangement one 0.0; arrangement two 74.5

---

Arrangement one

Below is the molecule C4H8N4, with properties calculated with ωB97M-V/def2-TZVPD.

Computed properties:
total charge	0
structure (SMILES)	CN(C)n1ccnn1
HOMO	-9.71	eV
gap between HOMO and LUMO	0.39043	hartree

Element x y z (Å)
C  -0.834  0.096  1.207
N  -0.446  -0.336  -0.129
C  -1.042  0.581  -1.170
N  1.104  -0.010  -0.085
C  2.003  -0.562  -0.917
C  3.222  -0.182  -0.382
N  2.968  0.467  0.825
N  1.662  0.585  0.962
H  -0.381  -0.533  1.938
H  -0.436  1.112  1.278
H  -1.965  0.060  1.218
H  -0.490  0.583  -2.086
H  -2.100  0.170  -1.304
H  -1.311  1.599  -0.810
H  1.718  -0.962  -1.849
H  4.207  -0.486  -0.590

---

Arrangement two

Below is the molecule C4H8N4, with properties calculated with ωB97M-V/def2-TZVPD.

Computed properties:
total charge	0
structure (SMILES)	C=NN/C=C\N=N\C
HOMO	-8.17	eV
gap between HOMO and LUMO	0.31064	hartree

Element x y z (Å)
C  2.892  -0.992  0.091
N  2.527  0.193  -0.030
N  1.222  0.458  -0.299
C  0.632  1.650  -0.070
C  -0.683  1.883  0.116
N  -1.787  0.993  -0.057
N  -1.438  -0.237  -0.074
C  -2.417  -1.307  0.014
H  3.956  -1.100  0.408
H  2.154  -1.868  -0.202
H  0.544  -0.190  -0.427
H  1.393  2.482  0.136
H  -1.107  2.909  0.227
H  -2.450  -2.065  -0.846
H  -2.037  -1.966  0.958
H  -3.401  -0.843  0.055

---

Computed relative energies in units of kcal/mol: arrangement one 0.0; arrangement two 25.7

---

Arrangement one

Below is a cluster of 2 separate species, C4H8N4 in total, with properties calculated with ωB97M-V/def2-TZVPD.

Computed properties:
total charge	0
HOMO	-7.87	eV
gap between HOMO and LUMO	0.29949	hartree

Element x y z (Å)
C  -0.326  -0.516  -0.139
C  0.543  0.589  -0.158
C  2.071  0.371  -0.169
C  2.550  -0.916  0.077
H  -2.071  -2.491  0.745
H  -3.269  -1.319  -0.616
H  0.166  -1.391  0.207
H  2.745  1.344  -0.424
H  2.171  -2.034  0.631
H  3.696  -1.052  -0.089
H  -1.202  3.258  -0.083
H  -1.998  1.538  0.060
N  -2.493  -1.248  0.079
N  -1.564  -0.240  -0.362
N  0.119  1.790  0.045
N  -1.139  2.316  0.199

---

Arrangement two

Below is the molecule C4H8N4, with properties calculated with ωB97M-V/def2-TZVPD.

Computed properties:
total charge	0
structure (SMILES)	CN(C#N)/C(N)=C/N
HOMO	-6.63	eV
gap between HOMO and LUMO	0.26382	hartree

Element x y z (Å)
C  2.050  0.905  -0.541
N  0.647  0.555  -0.474
C  -0.458  1.407  -0.936
N  -0.789  2.365  -1.532
C  0.041  -0.483  0.135
N  0.584  -1.226  1.125
C  -1.338  -0.422  -0.189
N  -2.304  -0.947  0.706
H  2.625  0.114  -1.032
H  2.158  1.817  -1.131
H  2.458  1.065  0.460
H  1.554  -1.105  1.375
H  -0.031  -1.945  1.487
H  -1.576  -0.650  -1.227
H  -3.200  -1.107  0.261
H  -2.421  -0.343  1.514

---

Arrangement three

Below is the molecule C4H8N4, with properties calculated with ωB97M-V/def2-TZVPD.

Computed properties:
total charge	0
structure (SMILES)	[H]/N=C(\N)C(=C)/C=N\N
HOMO	-8.89	eV
gap between HOMO and LUMO	0.35408	hartree

Element x y z (Å)
H  -3.084  -1.108  -0.172
N  -2.457  -0.282  -0.210
C  -1.236  -0.470  0.181
N  -0.506  -1.607  0.389
C  -0.337  0.718  0.315
C  -0.699  1.912  -0.185
C  0.958  0.472  0.887
N  2.043  -0.022  0.488
N  2.081  -0.519  -0.763
H  -0.980  -2.474  0.102
H  0.515  -1.556  0.258
H  -0.001  2.697  -0.246
H  -1.708  2.086  -0.536
H  0.954  0.734  2.011
H  1.444  -0.102  -1.418
H  3.015  -0.478  -1.100

---

Computed relative energies in units of kcal/mol: arrangement one 123.3; arrangement two 19.3; arrangement three 0.0

---

Arrangement one

Below is the molecule C4H8N4, with properties calculated with ωB97M-V/def2-TZVPD.

Computed properties:
total charge	0
HOMO	-7.47	eV
gap between HOMO and LUMO	0.30333	hartree

Element x y z (Å)
C  -0.575  -1.360  -2.217
C  -0.642  -2.345  -1.142
C  0.441  0.254  -0.893
C  1.291  1.013  1.208
N  -0.101  -0.157  -1.930
N  -0.334  -1.880  0.047
N  -0.831  1.719  0.481
N  0.412  1.094  0.126
H  -0.531  -1.632  -3.261
H  -0.970  -3.340  -1.383
H  2.256  0.564  0.749
H  1.435  1.897  1.788
H  0.979  0.266  1.954
H  -0.301  -2.719  0.700
H  -1.119  2.442  -0.134
H  -1.594  1.082  0.305

---

Arrangement two

Below is a structure of composition C4H8N4, with properties calculated with ωB97M-V/def2-TZVPD.

Computed properties:
total charge	0
HOMO	-9.02	eV
gap between HOMO and LUMO	0.34680	hartree

Element x y z (Å)
C  -0.666  2.269  -0.094
C  -0.993  -0.312  0.392
C  0.821  0.495  -1.080
C  1.161  -1.541  -0.272
H  -0.261  2.522  1.080
H  -1.906  2.420  -0.029
H  -0.071  2.854  -0.762
H  -1.251  0.175  1.631
H  -1.497  -2.084  0.688
H  1.259  1.448  -1.396
H  0.291  -2.552  -0.401
H  1.236  -2.814  1.127
N  -0.239  0.757  -0.389
N  -1.243  -1.411  -0.295
N  1.643  -0.551  -1.139
N  1.716  -1.677  0.939

---

Computed relative energies in units of kcal/mol: arrangement one 0.0; arrangement two 79.5

---

Arrangement one

Below is the molecule C4H10N2O2, with properties calculated with ωB97M-V/def2-TZVPD.

Computed properties:
total charge	0
structure (SMILES)	CNC(=O)[C@@H](N)CO
HOMO	-9.26	eV
gap between HOMO and LUMO	0.36915	hartree

Element x y z (Å)
C  1.266  1.613  -1.550
N  1.095  1.589  -0.063
C  -0.053  1.072  0.531
O  -0.332  1.566  1.620
C  -0.691  -0.242  0.214
N  -0.315  -0.881  -1.056
C  -0.460  -1.223  1.386
O  -1.569  -2.116  1.234
H  0.522  2.162  -2.137
H  1.329  0.550  -1.759
H  2.224  2.070  -1.751
H  1.458  2.428  0.415
H  -1.787  -0.014  0.188
H  0.191  -1.745  -0.867
H  -1.174  -1.199  -1.494
H  0.416  -1.860  1.231
H  -0.565  -0.736  2.356
H  -1.555  -3.034  1.502

---

Arrangement two

Below is the molecule C4H10N2O2, with properties calculated with ωB97M-V/def2-TZVPD.

Computed properties:
total charge	0
HOMO	-7.17	eV
gap between HOMO and LUMO	0.28965	hartree

Element x y z (Å)
C  2.068  -0.162  -1.809
C  -2.076  0.313  1.959
C  0.419  -0.856  0.008
N  -0.674  0.547  1.593
C  -0.325  0.222  0.261
N  -0.876  1.076  -0.723
O  1.017  -1.083  -1.423
O  0.919  -1.905  0.567
H  1.355  -1.949  -0.747
H  -0.041  0.098  2.242
H  -0.895  0.690  -1.654
H  -0.507  2.020  -0.705
H  1.608  0.795  -2.046
H  2.779  -0.043  -0.990
H  2.555  -0.574  -2.691
H  -2.715  0.868  1.273
H  -2.360  -0.747  1.918
H  -2.250  0.688  2.969

---

Computed relative energies in units of kcal/mol: arrangement one 0.0; arrangement two 54.3

---

Arrangement one

Below is the molecule C4H10N2O2, with properties calculated with ωB97M-V/def2-TZVPD.

Computed properties:
total charge	0
structure (SMILES)	O=CNCNCCO
HOMO	-8.83	eV
gap between HOMO and LUMO	0.34990	hartree

Element x y z (Å)
O  -0.807  -3.713  1.786
C  -0.525  -2.541  1.609
N  -1.133  -1.815  0.717
C  -0.633  -0.433  0.470
N  0.731  -0.266  -0.169
C  1.254  1.015  -0.327
C  0.528  1.743  -1.402
O  -0.796  1.818  -1.029
H  -0.017  -1.881  2.280
H  -1.662  -2.338  -0.003
H  -0.445  0.012  1.539
H  -1.199  0.085  -0.150
H  0.771  -0.807  -0.992
H  2.260  0.944  -0.451
H  0.847  1.548  0.581
H  0.593  1.372  -2.363
H  0.979  2.695  -1.625
H  -0.747  2.564  -0.471

---

Arrangement two

Below is a cluster of 2 separate species, C4H10N2O2 in total, with properties calculated with ωB97M-V/def2-TZVPD.

Computed properties:
total charge	0
HOMO	-8.62	eV
gap between HOMO and LUMO	0.33031	hartree

Element x y z (Å)
C  -1.453  -0.113  -0.065
C  -1.292  -1.524  -0.529
C  2.427  0.111  0.463
N  0.705  0.807  -1.094
C  1.258  0.997  0.084
N  -1.243  0.284  1.162
O  -2.145  0.737  -0.827
O  0.797  1.770  1.001
H  -2.082  0.477  -1.755
H  0.038  1.569  -1.232
H  -0.813  -0.412  1.756
H  -0.600  1.214  1.259
H  -0.915  -1.534  -1.550
H  -0.580  -2.062  0.093
H  -2.261  -2.032  -0.499
H  2.731  -0.526  -0.364
H  3.265  0.741  0.768
H  2.164  -0.504  1.329

---

Computed relative energies in units of kcal/mol: arrangement one 29.6; arrangement two 0.0

---

Arrangement one

Below is the molecule C4H10N2O2, with properties calculated with ωB97M-V/def2-TZVPD.

Computed properties:
total charge	0
structure (SMILES)	C/C(N)=C(/N)C(O)O
HOMO	-7.83	eV
gap between HOMO and LUMO	0.31933	hartree

Element x y z (Å)
C  -1.213  1.246  0.972
C  -0.964  0.010  0.171
N  -2.150  -0.852  0.049
C  0.184  -0.401  -0.343
N  0.476  -1.634  -0.964
C  1.456  0.515  -0.171
O  1.801  0.552  1.194
O  2.510  0.031  -0.937
H  -0.290  1.614  1.406
H  -1.661  2.022  0.349
H  -1.904  1.016  1.782
H  -3.011  -0.322  0.046
H  -2.156  -1.487  -0.739
H  -0.249  -2.318  -0.797
H  0.677  -1.539  -1.954
H  1.265  1.536  -0.541
H  2.683  0.937  1.270
H  2.546  -0.927  -0.794

---

Arrangement two

Below is the molecule C4H10N2O2, with properties calculated with ωB97M-V/def2-TZVPD.

Computed properties:
total charge	0
HOMO	-8.70	eV
gap between HOMO and LUMO	0.34659	hartree

Element x y z (Å)
C  -0.467  0.136  0.011
C  -1.547  -0.439  -1.374
C  -0.183  1.756  1.816
C  1.489  -1.245  -0.208
N  -1.070  0.977  0.762
N  0.860  0.055  -0.062
O  -2.271  1.269  0.865
O  1.315  0.885  -1.108
H  -2.482  -0.567  -0.864
H  -1.431  0.533  -2.063
H  -1.288  -1.405  -1.631
H  0.767  1.148  1.858
H  -0.037  2.750  1.370
H  -0.728  2.033  2.803
H  1.056  -1.927  -0.946
H  2.556  -1.280  -0.317
H  1.401  -1.910  0.734
H  0.834  0.871  -1.925

---

Arrangement three

Below is the molecule C4H10N2O2, with properties calculated with ωB97M-V/def2-TZVPD.

Computed properties:
total charge	0
structure (SMILES)	CNC(=O)CN(C)O
HOMO	-9.19	eV
gap between HOMO and LUMO	0.36874	hartree

Element x y z (Å)
C  -2.674  -0.043  0.573
N  -2.014  0.167  -0.696
C  -0.577  -0.607  -0.975
O  -0.435  -1.453  -1.797
C  0.127  0.376  -0.172
N  1.728  -0.153  -0.379
C  2.603  0.770  0.325
O  1.777  -1.390  0.397
H  -3.713  0.296  0.513
H  -2.667  -1.100  0.869
H  -2.161  0.542  1.342
H  -2.582  -0.047  -1.511
H  0.141  1.380  -0.592
H  -0.013  0.247  0.901
H  2.317  0.910  1.378
H  2.584  1.743  -0.176
H  3.640  0.414  0.301
H  1.919  -2.052  -0.301

---

Arrangement four

Below is the molecule C4H10N2O2, with properties calculated with ωB97M-V/def2-TZVPD.

Computed properties:
total charge	0
structure (SMILES)	NC(=O)[C@H](N)CCO
HOMO	-9.56	eV
gap between HOMO and LUMO	0.37870	hartree

Element x y z (Å)
N  -0.558  -1.320  -1.876
C  -0.877  -0.131  -1.191
O  -1.089  0.851  -1.881
C  -0.851  -0.050  0.324
N  -1.872  0.695  1.055
C  0.451  0.648  0.938
C  1.776  0.377  0.223
O  2.418  -0.839  0.489
H  -0.064  -2.066  -1.506
H  -0.661  -1.090  -2.774
H  -0.824  -1.104  0.632
H  -2.726  0.198  1.202
H  -2.044  1.513  0.634
H  0.458  0.449  2.025
H  0.267  1.695  0.688
H  1.725  0.263  -0.868
H  2.494  1.201  0.646
H  1.978  -1.291  1.240

---

Computed relative energies in units of kcal/mol: arrangement one 0.0; arrangement two 136.4; arrangement three 76.0; arrangement four 10.2